Molecular formula: C4H7N3O
Method: DFT, ωB97M-V/def2-TZVPD

The geometry in XYZ format:
```
15
Properties=species:S:1:pos:R:3:nbo_charge:R:1
C -1.170 1.355 -0.276 0.153
C 0.923 -0.176 0.520 -0.094
C 1.167 -1.408 -0.150 -0.396
C -0.031 -0.668 -0.730 -0.108
H -1.749 -0.766 1.260 0.418
H -2.102 1.803 -0.448 0.213
H 1.797 1.730 0.750 0.378
H 0.245 -0.114 1.410 0.173
H 1.018 -2.249 0.485 0.229
H 1.820 -1.707 -1.089 0.272
H 0.202 -0.143 -1.539 0.203
N -1.264 -0.072 -0.420 -0.156
N 0.072 1.939 -0.079 -0.336
N 1.346 1.104 0.003 -0.440
O -2.275 -0.627 0.304 -0.510
```

The SMILES is ON1C=NN[C@@H]2C[C@H]21. As for the frontier orbital gap: 8.73 eV. The spin multiplicity is 1. The value obtained for the molar mass is 113.1 g mol⁻¹. The energy above the lowest of the compared OMol25 structures with the same formula, charge and spin comes out at 189.29 kcal per mole. As for the charge: 0. For the LUMO energy, the calculation gives 0.6 eV.


Molecular formula: C5H15N3
Method: DFT, ωB97M-V/def2-TZVPD

The geometry in XYZ format:
```
23
Properties=species:S:1:pos:R:3:nbo_charge:R:1
C 0.862 1.127 -0.094 -0.238
N 1.493 1.615 -1.316 -0.850
C -0.013 -0.139 -0.153 -0.067
C 0.849 -1.409 -0.189 -0.407
C 1.617 -1.649 -1.489 -0.614
N -0.890 -0.277 1.043 -0.625
C -1.947 0.743 1.007 -0.048
N -2.782 0.560 2.215 -0.844
H 1.663 0.975 0.633 0.184
H 0.277 1.980 0.266 0.191
H 2.182 1.023 -1.725 0.364
H 0.827 1.998 -1.975 0.360
H -0.629 -0.140 -1.056 0.184
H 0.187 -2.218 0.119 0.220
H 1.552 -1.380 0.652 0.190
H 2.578 -1.124 -1.461 0.196
H 1.050 -1.314 -2.357 0.205
H 1.949 -2.678 -1.650 0.217
H -0.279 -0.116 1.830 0.351
H -2.555 0.538 0.128 0.165
H -1.568 1.762 1.054 0.158
H -3.761 0.511 1.953 0.351
H -2.663 -0.390 2.566 0.358
```

The SMILES is CC[C@H](CN)NCN. As for the frontier orbital gap: 9.77 eV. The spin multiplicity is 1. The value obtained for the molar mass is 117.2 g mol⁻¹. The energy above the lowest of the compared OMol25 structures with the same formula, charge and spin comes out at 26.27 kcal per mole. As for the charge: 0. For the LUMO energy, the calculation gives 1.1 eV.


Molecular formula: C39H47BN9O2S3Tl
Method: DFT, ωB97M-V/def2-TZVPD

The geometry in XYZ format:
```
102
Properties=species:S:1:pos:R:3:mulliken_charge:R:1
Tl 2.014 -1.770 -0.343 1.466
C 1.528 2.294 -4.156 -1.781
C 0.518 1.633 -3.276 0.217
C -0.775 1.495 -3.668 -0.732
C -1.718 0.894 -2.790 -0.199
N -1.356 0.445 -1.637 -0.412
N -0.081 0.563 -1.217 0.599
B 0.076 0.000 0.140 -1.447
N -1.055 -0.839 0.625 0.740
N -1.763 -0.158 1.549 -0.327
C -2.812 -0.694 2.080 -0.002
C -3.160 -2.048 1.800 -0.622
C -2.469 -2.741 0.860 -0.399
C -2.791 -4.156 0.510 -1.819
C -1.421 -2.059 0.145 1.553
S -0.708 -2.687 -1.224 -0.313
C -3.683 0.190 2.955 2.348
C -5.070 0.267 2.297 -1.516
C -3.110 1.608 3.039 -2.015
C -3.790 -0.399 4.366 -1.800
N 0.691 0.858 1.181 0.755
N 0.524 2.163 0.901 -0.383
C 1.002 3.068 1.690 -0.043
C 1.775 2.704 2.827 -0.508
C 1.973 1.391 3.119 -0.225
C 2.814 0.968 4.282 -1.864
C 1.342 0.402 2.288 0.957
S 1.406 -1.240 2.620 -0.518
C 0.723 4.522 1.332 2.213
C 2.064 5.234 1.103 -1.726
C -0.116 4.608 0.052 -1.797
C -0.040 5.188 2.483 -1.645
C 0.910 1.166 -1.972 0.947
S 2.479 1.355 -1.426 -0.201
C -3.208 0.793 -3.091 2.343
C -3.513 1.083 -4.561 -2.290
C -3.706 -0.613 -2.731 -1.437
C -3.930 1.824 -2.208 -1.493
H 1.165 2.351 -5.181 0.425
H 2.474 1.758 -4.122 0.339
H 1.729 3.304 -3.792 0.277
H -1.076 1.843 -4.646 0.516
H -3.966 -2.525 2.344 0.470
H -3.361 -4.636 1.305 0.446
H -1.879 -4.719 0.314 0.300
H -3.377 -4.188 -0.411 0.290
H -4.985 0.681 1.290 0.191
H -5.724 0.914 2.885 0.454
H -5.540 -0.715 2.220 0.361
H -3.033 2.047 2.044 0.269
H -2.110 1.600 3.474 0.263
H -3.768 2.225 3.653 0.527
H -4.290 -1.369 4.364 0.335
H -4.364 0.275 5.005 0.469
H -2.797 -0.520 4.803 0.366
H 2.222 3.468 3.451 0.507
H 3.571 1.720 4.499 0.445
H 3.288 0.012 4.075 0.378
H 2.189 0.829 5.166 0.286
H 2.632 4.724 0.323 0.325
H 2.668 5.248 2.012 0.346
H 1.887 6.264 0.791 0.474
H 0.405 4.126 -0.776 0.223
H -0.300 5.652 -0.207 0.495
H -1.071 4.101 0.184 0.315
H 0.510 5.122 3.424 0.341
H -1.015 4.716 2.623 0.259
H -0.203 6.242 2.255 0.467
H -2.927 0.442 -5.222 0.476
H -3.321 2.128 -4.814 0.381
H -4.568 0.888 -4.752 0.437
H -3.237 -1.360 -3.374 0.359
H -4.789 -0.672 -2.854 0.457
H -3.455 -0.850 -1.698 0.033
H -3.533 2.828 -2.375 0.358
H -3.801 1.574 -1.153 0.121
H -4.997 1.831 -2.440 0.441
O 2.151 -5.207 -3.002 -0.639
C 2.377 -4.547 -2.009 -0.330
N 3.030 -3.352 -1.892 -0.079
C 3.954 -2.953 -2.806 -0.040
O 4.231 -3.458 -3.879 -0.683
C 4.803 -1.791 -2.308 0.524
C 5.912 -1.414 -3.056 -0.620
C 6.731 -0.406 -2.580 -0.319
C 6.413 0.199 -1.372 -0.731
C 5.283 -0.233 -0.700 -0.479
N 4.500 -1.208 -1.152 -0.021
C 1.977 -5.099 -0.648 0.918
C 1.869 -6.477 -0.508 -0.854
C 1.584 -7.006 0.738 -0.255
C 1.373 -6.136 1.799 -0.945
C 1.486 -4.776 1.567 -0.205
N 1.802 -4.270 0.378 0.197
H 6.104 -1.930 -3.986 0.508
H 7.604 -0.099 -3.142 0.428
H 7.025 0.991 -0.963 0.413
H 4.981 0.225 0.236 0.582
H 2.011 -7.093 -1.385 0.504
H 1.527 -8.076 0.885 0.430
H 1.136 -6.500 2.789 0.446
H 1.322 -4.056 2.361 0.403
```

As for the frontier orbital gap: 6.61 eV. The spin multiplicity is 1. The value obtained for the molar mass is 985.3 g mol⁻¹. As for the charge: 0. For the LUMO energy, the calculation gives -0.5 eV.


Molecular formula: C2H8N3O3S
Method: DFT, ωB97M-V/def2-TZVPD

The geometry in XYZ format:
```
17
Properties=species:S:1:pos:R:3:nbo_charge:R:1
C 0.218 -0.549 -0.153 0.758
C 0.228 2.532 -0.720 -0.847
N 0.718 -1.846 0.021 -0.521
N -0.570 0.283 0.598 -0.920
N 0.920 -3.104 0.871 -0.549
O 0.660 -0.285 -1.276 -0.648
O -1.846 2.420 0.924 -0.838
O -2.140 1.108 -1.197 -0.846
S -1.177 1.555 -0.225 2.227
H -0.073 3.411 -1.365 0.285
H 0.713 2.732 0.201 0.267
H 0.894 1.904 -1.216 0.294
H 1.718 -3.808 0.473 0.477
H 1.247 -1.804 -0.838 0.441
H -2.661 2.036 1.254 0.537
H -0.025 -3.542 0.829 0.453
H 1.178 -3.041 1.820 0.432
```

The SMILES is C[S@](=O)(O)=NC(=O)N[NH3+]. As for the frontier orbital gap: 9.49 eV. The spin multiplicity is 1. The value obtained for the molar mass is 154.2 g mol⁻¹. The energy above the lowest of the compared OMol25 structures with the same formula, charge and spin comes out at 91.99 kcal per mole. As for the charge: +1. For the LUMO energy, the calculation gives -4.2 eV.


Molecular formula: C10H13N2S2
Method: DFT, ωB97M-V/def2-TZVPD

The geometry in XYZ format:
```
27
Properties=species:S:1:pos:R:3:nbo_charge:R:1
C 1.201 -1.284 1.369 -0.266
C 0.347 -2.276 0.946 -0.185
C 1.146 -0.032 0.718 0.205
C -0.858 -0.698 -0.544 0.000
C -0.713 -1.986 0.082 -0.209
C 0.098 0.197 -0.286 -0.066
C 1.872 2.056 -0.109 -0.248
C -2.414 -1.831 -1.803 -0.363
C 2.961 1.061 1.881 -0.408
C -3.060 0.348 -0.795 -0.445
N 1.960 1.041 0.833 -0.426
N -2.015 -0.432 -1.410 -0.357
S 0.273 1.845 -1.094 0.181
S -2.167 -2.943 -0.340 0.335
H 2.113 -1.408 1.920 0.234
H 0.490 -3.316 1.379 0.256
H 1.735 3.025 0.239 0.217
H 2.700 2.017 -0.896 0.207
H -3.562 -1.780 -1.881 0.243
H -2.060 -2.001 -2.827 0.247
H 3.138 0.069 2.394 0.227
H 3.856 1.461 1.386 0.216
H 2.675 1.781 2.674 0.215
H -3.510 1.009 -1.602 0.250
H -3.912 -0.353 -0.358 0.253
H -2.656 0.838 0.092 0.255
H -1.654 -0.004 -2.175 0.432
```

The SMILES is CN1CSc2c1ccc1c2[N@H+](C)CS1. As for the frontier orbital gap: 7.78 eV. The spin multiplicity is 1. The value obtained for the molar mass is 225.4 g mol⁻¹. The energy above the lowest of the compared OMol25 structures with the same formula, charge and spin comes out at 6.86 kcal per mole. As for the charge: +1. For the LUMO energy, the calculation gives -2.9 eV.


Molecular formula: C2H6N2O4
Method: DFT, ωB97M-V/def2-TZVPD

The geometry in XYZ format:
```
14
Properties=species:S:1:pos:R:3:nbo_charge:R:1
C -0.916 -0.513 0.906 -0.244
C 0.952 0.000 -0.364 0.774
N 0.851 1.265 -0.807 -0.828
N 2.746 -0.083 0.240 0.469
O 3.125 0.847 0.880 -0.387
O 3.366 -1.021 -0.155 -0.431
O 0.838 -0.947 -1.298 -0.692
O 0.442 -0.238 0.936 -0.530
H -1.330 -0.060 0.040 0.174
H -1.268 -0.186 1.806 0.193
H -1.106 -1.709 0.917 0.164
H 0.425 1.979 -0.242 0.415
H 0.638 1.255 -1.793 0.401
H 1.408 -1.682 -1.070 0.520
```

As for the frontier orbital gap: 9.66 eV. The spin multiplicity is 1. The value obtained for the molar mass is 122.1 g mol⁻¹. The energy above the lowest of the compared OMol25 structures with the same formula, charge and spin comes out at 120.83 kcal per mole. As for the charge: 0. For the LUMO energy, the calculation gives 0.6 eV.